(1)
Density functional theory data (the ωB97M-V functional and the def2-TZVPD basis) for a gas-phase ion, C4H7N2S (charge +1).

Output
F_max: 6.9 eV/Å
total charge: +1
orbital gap (spin up / spin down): 0.213 / 0.213 hartree
electronic energy: -18065.943 eV
spin multiplicity: 1
HOMO level (spin up / spin down): -13.3 / -13.3 eV
energy relative to the best compared isomer or geometry (same formula, charge and spin): 429.25 kJ/mol

Atoms and positions in Å:
C: 0.0420 -0.0734 0.1721
C: -1.5050 -0.0525 0.2143
C: 2.1788 -0.8765 0.7547
C: 0.7409 0.6734 -0.7399
N: 0.7963 -0.8798 0.8939
N: -2.0349 0.9141 -0.6329
S: 2.7869 0.3976 -0.4305
H: -1.9639 -1.0634 -0.0804
H: -1.7784 0.0322 1.2157
H: 2.7072 -0.7019 1.7626
H: 2.2566 -1.9051 0.3622
H: 0.4924 1.3836 -1.4278
H: -1.7030 0.9256 -1.5179
H: -3.0157 1.2260 -0.5461

(2)
Density functional theory data (the ωB97M-V functional and the def2-TZVPD basis) for a gas-phase ion, C4H7N2S (charge +1).

Output
F_max: 4.4 eV/Å
total charge: +1
orbital gap (spin up / spin down): 0.239 / 0.314 hartree
expectation value of S²: 2.026
electronic energy: -18064.428 eV
spin multiplicity: 3
HOMO level (spin up / spin down): -10.8 / -14.5 eV
energy relative to the best compared isomer or geometry (same formula, charge and spin): 266.13 kJ/mol

Atoms and positions in Å:
C: -1.6684 -0.9590 0.0356
C: 1.1814 -0.8460 -0.2224
C: -2.8611 -0.5500 -0.2281
C: 0.1172 1.2801 0.1195
N: 1.1246 0.5472 -0.2352
N: 2.4277 -1.4056 -0.1443
S: -0.3264 -1.7656 0.1482
H: -3.5027 -0.1151 0.4624
H: -3.3716 -0.3759 -1.1973
H: 0.1465 2.3956 0.0095
H: -0.6881 0.8083 0.5086
H: 1.8398 1.0857 -0.7167
H: 2.5259 -2.3554 -0.4855
H: 2.7022 -1.3689 0.8035

> Which formula does entry 2 have?

C4H7N2S

> Which formula does entry 1 have?

C4H7N2S

> The highest F_max belongs to which entry?

number 1

Copy entry 2 word for word.
Density functional theory data (the ωB97M-V functional and the def2-TZVPD basis) for a gas-phase ion, C4H7N2S (charge +1).

Output
F_max: 4.4 eV/Å
total charge: +1
orbital gap (spin up / spin down): 0.239 / 0.314 hartree
expectation value of S²: 2.026
electronic energy: -18064.428 eV
spin multiplicity: 3
HOMO level (spin up / spin down): -10.8 / -14.5 eV
energy relative to the best compared isomer or geometry (same formula, charge and spin): 266.13 kJ/mol

Atoms and positions in Å:
C: -1.6684 -0.9590 0.0356
C: 1.1814 -0.8460 -0.2224
C: -2.8611 -0.5500 -0.2281
C: 0.1172 1.2801 0.1195
N: 1.1246 0.5472 -0.2352
N: 2.4277 -1.4056 -0.1443
S: -0.3264 -1.7656 0.1482
H: -3.5027 -0.1151 0.4624
H: -3.3716 -0.3759 -1.1973
H: 0.1465 2.3956 0.0095
H: -0.6881 0.8083 0.5086
H: 1.8398 1.0857 -0.7167
H: 2.5259 -2.3554 -0.4855
H: 2.7022 -1.3689 0.8035